Record 1
Molecular formula: C3H11N2O
Method: DFT, wB97M-V/def2-TZVPD

Positions of all 17 atoms, in Å:
C 1.379 -1.664 -1.276
C 1.262 -0.304 -0.590
N -2.276 0.608 -0.177
C -1.181 -0.058 -0.542
N -0.029 0.117 0.000
H 0.809 -2.359 -0.659
H 0.814 -1.560 -2.205
H 2.407 -1.914 -1.501
H 1.925 -0.265 0.265
H 1.562 0.494 -1.273
H -2.121 1.478 0.307
H -3.211 0.291 -0.364
H -1.226 -0.546 -1.515
H 0.089 0.703 0.830
H 0.513 1.272 3.240
H -0.796 1.929 2.917
O 0.082 1.779 2.541

Cartesian forces, eV/Å:
C -2.1 1.1 0.1
C 1.0 0.4 0.2
N 0.7 0.1 0.4
C -0.6 0.9 -1.2
N 0.5 -0.4 -0.3
H 0.6 -0.6 -0.1
H 0.3 -0.4 -0.3
H 0.0 -0.2 0.2
H 0.3 0.0 0.1
H 0.1 0.0 0.1
H -0.5 -0.1 0.4
H 0.0 0.1 -0.3
H 0.0 -0.9 0.5
H -0.4 0.1 0.2
H 0.2 0.1 0.0
H 0.1 0.2 -0.1
O -0.4 -0.4 0.0

ΔE to the lowest compared entry with this formula, charge and spin: 19.9 kcal/mol
net charge: +1
LUMO: -3.60 eV

Record 2
Molecular formula: C3H11N2O3
Method: DFT, wB97M-V/def2-TZVPD

Positions of all 19 atoms, in Å:
C -0.153 1.842 -1.853
C -0.520 -0.300 2.745
C 0.331 -1.113 -0.570
N 0.429 -1.138 0.778
N 0.443 0.956 -0.726
O 1.434 -1.332 -1.253
O -0.806 -1.350 -1.255
O -0.672 -1.262 1.588
H -1.237 1.525 -1.922
H -0.428 2.899 -1.612
H 0.373 1.708 -2.770
H -0.855 0.677 2.339
H 0.435 -0.205 3.100
H -1.190 -0.665 3.465
H 1.261 -1.713 1.082
H 1.422 1.411 -0.500
H 0.022 1.141 0.190
H 1.270 -1.447 -2.182
H -1.559 -1.632 -0.646

Cartesian forces, eV/Å:
C -3.0 -0.6 2.3
C -2.5 0.6 -3.4
C -1.3 0.2 -1.4
N 2.5 -1.6 0.0
N 1.8 3.4 0.0
O 0.3 -0.3 1.8
O -0.1 0.0 2.0
O 0.3 0.6 0.8
H 1.3 -0.5 -0.5
H 1.5 -0.5 0.1
H 0.4 0.0 -0.4
H 0.1 -0.5 0.5
H 2.5 -0.3 0.7
H -0.8 -0.4 0.9
H -1.2 0.9 -0.2
H -1.9 -1.6 -0.9
H -0.6 0.3 -0.6
H -0.4 -0.2 -0.9
H 1.2 0.6 -0.8

ΔE to the lowest compared entry with this formula, charge and spin: 110.4 kcal/mol
net charge: +1
LUMO: -3.02 eV

One value per record, in order, for highest occupied orbital energy: -0.5535; -0.5277 Ha.